Computed, not measured: a structure of composition C31H45AgN15O3 in a non-equilibrium geometry, with wB97M-V/def2-TZVPD.

Results
lowest unoccupied orbital energy	2.1	eV
orbital gap	0.303	Ha
charge	-1
energy	-65368.1305	eV

CARTESIAN COORDINATES (ANGSTROEM)
Ag: -0.571 -19.284 12.283
O: -0.637 -18.050 10.409
O: -0.800 -18.572 8.222
O: -0.230 -20.238 9.629
N: 1.475 -16.676 14.383
N: 2.742 -19.273 4.355
N: -5.451 -15.532 9.383
N: -2.079 -14.257 9.708
N: -4.237 -21.919 6.207
N: 3.325 -17.721 19.669
N: 4.167 -21.651 13.385
N: 5.071 -16.888 13.227
N: 2.959 -15.678 8.701
N: 5.770 -19.732 9.395
N: -0.513 -20.286 14.289
N: -3.823 -22.845 12.031
N: 2.807 -21.868 8.914
N: -3.583 -18.344 13.201
N: 0.060 -24.665 12.914
C: -2.193 -14.688 10.789
C: 0.584 -23.753 12.469
C: 1.278 -22.601 11.869
C: -2.155 -15.278 12.104
C: 1.823 -15.655 8.657
C: 4.635 -19.616 9.630
C: 1.869 -21.759 8.251
C: -3.093 -22.760 11.169
C: 0.056 -20.780 15.136
C: 3.852 -17.089 17.236
C: 1.147 -15.674 11.990
C: 5.536 -15.849 10.909
C: 2.332 -18.600 6.861
C: -3.359 -21.158 6.151
C: 4.903 -22.179 12.676
C: -4.608 -16.248 9.135
C: -0.532 -19.019 9.364
C: -3.584 -17.089 8.621
C: -2.297 -20.234 5.956
C: 0.846 -21.538 7.109
C: 2.577 -18.976 5.449
C: 0.628 -21.556 16.270
C: -2.148 -22.605 10.069
C: 0.395 -15.654 8.416
C: 3.559 -17.396 18.604
C: 5.192 -16.556 12.160
C: -4.878 -19.478 11.241
C: 3.352 -19.323 10.223
C: 1.329 -16.261 13.319
C: -4.078 -18.810 12.256
C: 5.618 -22.803 11.588
H: 1.429 -21.486 6.235
H: 0.171 -20.692 7.278
H: 6.200 -22.130 11.015
H: 6.133 -23.732 11.902
H: -1.986 -19.726 6.856
H: 4.907 -23.201 10.919
H: 1.312 -18.861 7.077
H: 0.256 -22.378 7.083
H: 5.106 -14.886 10.892
H: -1.446 -20.778 5.493
H: -2.685 -19.496 5.192
H: 3.036 -19.270 7.401
H: -4.359 -20.017 10.501
H: 0.061 -14.899 7.716
H: -0.227 -15.670 9.287
H: 5.307 -16.342 9.942
H: 3.335 -18.282 10.187
H: -5.523 -18.696 10.745
H: 2.563 -19.865 9.687
H: 2.527 -17.534 7.160
H: 1.721 -22.101 12.677
H: 0.054 -21.216 17.117
H: 0.635 -16.351 11.365
H: 3.394 -19.642 11.291
H: 4.597 -16.254 17.123
H: -1.235 -23.205 10.419
H: -2.704 -17.388 9.203
H: -2.517 -23.098 9.167
H: 2.139 -15.567 11.564
H: -3.237 -16.819 7.623
H: 0.454 -22.592 16.129
H: -1.505 -14.747 12.759
H: -4.146 -18.034 8.381
H: 4.264 -17.960 16.831
H: 2.048 -22.935 11.120
H: 1.703 -21.330 16.414
H: -5.501 -20.177 11.814
H: 0.598 -21.914 11.305
H: 6.594 -15.605 10.955
H: -1.946 -16.344 11.938
H: 2.875 -16.919 16.744
H: -1.938 -21.528 9.991
H: 0.646 -14.647 11.991
H: 0.213 -16.636 7.901
H: -3.156 -15.119 12.573

Atom charges from the Löwdin analysis, given in e for atoms 1 to 4: number 1, Ag, carries 0.73; number 2, O, carries -0.33; number 3, O, carries -0.12; number 4, O, carries -0.16

Computed, not measured: a cluster of 2 separate species, C2H8N3P in total in a non-equilibrium geometry, with wB97M-V/def2-TZVPD.

Results
lowest unoccupied orbital energy (spin up / spin down)	-0.2 / -0.3	eV
orbital gap (spin up / spin down)	0.328 / 0.330	Ha
ΔE to the lowest compared entry with this formula, charge and spin	3.788	eV
energy	-15958.8106	eV

CARTESIAN COORDINATES (ANGSTROEM)
P: 0.162 -1.980 -0.999
N: -1.029 -1.335 -0.261
N: -0.627 -3.168 -2.003
N: 0.374 -0.453 1.081
C: 0.753 1.845 0.391
C: 0.077 0.854 1.365
H: -0.945 1.001 1.169
H: -0.133 -3.902 -2.504
H: 0.296 2.833 0.367
H: 0.536 1.352 -0.625
H: -1.648 -3.150 -2.419
H: 1.840 1.979 0.590
H: 0.467 1.203 2.367
H: 0.200 -1.080 1.850

Atom charges from the natural (NBO) analysis, given in e for atoms 1 to 4: number 1, P, carries 1.20; number 2, N, carries -0.82; number 3, N, carries -1.22; number 4, N, carries -0.45

Computed, not measured: an isolated molecule of Br2FP, with wB97M-V/def2-TZVPD.

Results
lowest unoccupied orbital energy	0.0	eV
SMILES	FP(Br)Br
orbital gap	0.379	Ha
ΔE to the lowest compared entry with this formula, charge and spin	0.000	eV
energy	-152093.2503	eV

CARTESIAN COORDINATES (ANGSTROEM)
Br: 2.130 -0.578 -0.414
Br: 0.057 0.040 2.245
P: 0.381 0.661 0.144
F: -0.754 -0.278 -0.523

And the natural (NBO) charges, in e, turn out to be: number 1, Br, carries -0.22; number 2, Br, carries -0.22; number 3, P, carries 1.03; number 4, F, carries -0.58

Computed, not measured: an isolated molecule of CHNS4 in a non-equilibrium geometry, with wB97M-V/def2-TZVPD.

Results
lowest unoccupied orbital energy	-0.3	eV
SMILES	S=C=NSSS
orbital gap	0.311	Ha
ΔE to the lowest compared entry with this formula, charge and spin	0.000	eV
energy	-45883.5247	eV

CARTESIAN COORDINATES (ANGSTROEM)
S: -0.304 2.704 -0.069
S: -1.750 -1.433 0.504
S: -3.222 -0.251 -0.214
S: -0.130 -1.000 -0.752
N: -2.699 1.309 0.000
C: -1.611 1.861 0.004
H: 0.359 -0.382 0.314

Atom charges from the natural (NBO) analysis, given in e for atoms 1 to 4: number 1, S, carries 0.06; number 2, S, carries -0.02; number 3, S, carries 0.38; number 4, S, carries -0.11

Computed, not measured: a structure of composition C64H46MnN3OP2S, with wB97M-V/def2-TZVPD.

Results
lowest unoccupied orbital energy (spin up / spin down)	-3.0 / -3.1	eV
expectation value of S²	1.071
2S+1	2
orbital gap (spin up / spin down)	0.252 / 0.248	Ha
charge	+1
energy	-134361.5508	eV

CARTESIAN COORDINATES (ANGSTROEM)
Mn: 0.047 0.440 -0.046
S: 2.195 -0.229 0.024
P: 0.318 1.124 2.211
P: 0.389 0.481 -2.414
O: 2.819 0.956 -0.627
N: -1.611 1.487 -0.340
N: -0.992 -1.233 0.177
N: -9.936 -1.884 0.243
C: 3.036 -2.594 -4.554
C: 1.310 5.044 1.709
C: 3.379 -1.064 3.810
C: 1.299 0.009 3.265
C: 1.043 4.659 -4.205
C: 4.451 -0.863 1.325
C: 0.604 2.120 -3.158
C: -8.821 -1.615 0.192
C: 2.475 -1.564 -5.253
C: 4.724 -1.429 3.613
C: 0.021 2.489 -4.366
C: -1.123 -0.234 -3.133
C: 5.287 -1.275 2.375
C: -5.225 -1.365 1.077
C: 3.237 3.975 2.658
C: 1.414 3.030 -2.477
C: 2.537 -0.552 2.808
C: 2.985 -2.572 -3.147
C: 4.148 -1.809 5.936
C: 0.239 3.756 -4.885
C: 1.229 2.698 2.271
C: -1.493 -3.444 0.100
C: -3.275 -0.290 -0.048
C: -6.569 -1.682 1.150
C: 5.317 -1.885 4.920
C: -3.355 0.530 3.830
C: -1.397 2.489 3.997
C: -4.723 -0.630 0.002
C: -1.183 -1.606 -3.368
C: 2.624 5.109 2.152
C: 3.110 -2.812 -0.445
C: 3.737 -3.848 -5.009
C: 3.113 -0.575 1.502
C: -3.432 -0.050 -3.793
C: -2.266 0.539 -3.331
C: 0.960 -0.128 4.596
C: -2.976 3.295 -0.451
C: 1.774 -0.768 5.554
C: -3.485 -1.418 -4.021
C: -2.676 -2.746 -0.051
C: 1.776 -0.580 -4.528
C: 4.070 -4.615 -3.702
C: -0.491 -2.473 0.250
C: 3.572 -3.884 -1.237
C: -1.209 1.395 3.157
C: -2.567 2.611 4.732
C: -3.546 1.633 4.651
C: -1.658 2.804 -0.567
C: -2.370 -1.365 0.008
C: -7.426 -1.278 0.128
C: 2.584 -1.660 -0.982
C: 3.006 -1.201 5.163
C: 3.566 -3.729 -2.592
C: -3.766 2.201 -0.168
C: -6.936 -0.557 -0.957
C: 2.545 2.774 2.721
C: -2.921 1.056 -0.140
C: -5.593 -0.234 -1.013
C: 2.393 -1.543 -2.398
C: 1.688 -0.558 -3.151
C: -2.361 -2.196 -3.797
C: 1.633 4.292 -3.003
C: 0.618 3.846 1.764
C: -2.196 0.414 3.080
H: -4.301 0.564 -3.983
H: -0.413 3.813 1.439
H: -2.395 -3.264 -3.962
H: 3.164 6.045 2.112
H: -7.608 -0.258 -1.749
H: -4.113 -0.238 3.775
H: 1.213 5.646 -4.613
H: 4.864 -0.803 0.326
H: 3.204 -2.902 0.628
H: -2.707 3.469 5.376
H: 3.966 -4.770 -0.758
H: -3.286 4.318 -0.571
H: -2.050 -0.451 2.443
H: 2.266 4.989 -2.471
H: 5.728 -2.892 4.837
H: 6.330 -1.486 2.184
H: 1.888 2.739 -1.545
H: -4.830 2.199 -0.012
H: 5.142 -4.790 -3.597
H: -0.310 -2.227 -3.212
H: -6.957 -2.243 1.988
H: 3.097 -4.433 -5.670
H: -4.455 1.727 5.228
H: 2.502 -1.519 -6.333
H: 6.141 -1.231 5.209
H: -0.617 1.797 -4.904
H: -5.206 0.315 -1.860
H: -4.400 -1.873 -4.376
H: 3.041 1.903 3.125
H: 0.033 0.310 4.942
H: 4.402 -1.207 6.808
H: 0.561 -2.642 0.414
H: -0.632 3.247 4.090
H: 4.258 4.021 3.011
H: 4.638 -3.606 -5.575
H: -0.765 3.362 -0.809
H: 1.236 0.173 -5.089
H: 1.434 -0.844 6.578
H: 3.873 -2.799 6.304
H: -3.658 -3.163 -0.196
H: -2.250 1.605 -3.132
H: 3.587 -5.592 -3.670
H: 0.819 5.929 1.326
H: -0.222 4.036 -5.823
H: -1.353 -4.511 0.111
H: -4.555 -1.684 1.863

Atom charges from the Löwdin analysis, given in e for atoms 1 to 4: number 1, Mn, carries 0.22; number 2, S, carries 0.86; number 3, P, carries 1.08; number 4, P, carries 1.09

Computed, not measured: a structure of composition C4H8O in a non-equilibrium geometry, with wB97M-V/def2-TZVPD.

Results
lowest unoccupied orbital energy	1.2	eV
orbital gap	0.397	Ha
ΔE to the lowest compared entry with this formula, charge and spin	2.005	eV
energy	-6323.1626	eV

CARTESIAN COORDINATES (ANGSTROEM)
O: 0.732 -0.562 1.063
C: -1.374 0.616 0.791
C: 1.589 -0.566 -0.045
C: 0.434 0.077 -1.008
C: -0.401 -0.355 0.193
H: -1.757 0.229 1.739
H: 0.456 1.182 -1.166
H: 2.172 0.306 -0.260
H: 0.248 -0.396 -1.976
H: 1.873 -1.559 -0.388
H: -0.873 -1.322 -0.023
H: -2.212 0.771 0.104
H: -0.887 1.579 0.977

Atom charges from the natural (NBO) analysis, given in e for atoms 1 to 4: number 1, O, carries -0.54; number 2, C, carries -0.62; number 3, C, carries -0.08; number 4, C, carries -0.45

Among the records above, which one has the highest energy?
C4H8O

Among the records above, which one has the lowest energy?
Br2FP

The highest energy belongs to which entry?
C4H8O